Density functional theory data (wB97M-V/def2-TZVPD) for a 9-piece molecular cluster, C28H72O25S8 overall in a non-equilibrium geometry.

Last column: Mulliken charge in e.
Geometry (Å):
C: -1.6600 4.4151 1.6758  -0.549
C: -0.2132 4.7980 1.9899  -0.306
O: 0.0477 6.0766 1.5029  -0.347
S: -0.1511 6.2546 -0.1291  0.931
C: 0.8981 7.8779 -0.2607  -1.014
O: 0.5262 5.2347 -0.9251  -0.457
O: -1.5261 6.6806 -0.2805  -0.594
H: -1.7184 4.2551 0.5992  0.183
H: -2.3306 5.2217 1.9723  0.427
H: -1.8423 3.4590 2.1665  0.106
H: 0.0660 4.7723 3.0432  0.330
H: 0.5163 4.1710 1.4772  0.233
H: 1.9277 7.6641 0.0263  0.322
H: 0.5732 8.6968 0.3811  0.344
H: 0.8051 8.0575 -1.3318  0.378
C: 2.1980 -4.4947 -6.5871  -1.279
C: 1.8096 -3.3396 -5.7450  -0.115
O: 2.2552 -3.5075 -4.4233  -0.261
S: 1.1465 -3.0585 -3.2032  0.800
C: -0.0084 -4.5423 -3.1366  -0.962
O: 1.9391 -3.0090 -1.9890  -0.346
O: 0.3722 -1.8878 -3.6274  -0.386
H: 1.4697 -4.3358 -7.3823  0.367
H: 2.0055 -5.4694 -6.1387  0.290
H: 3.2625 -4.4277 -6.8118  0.327
H: 2.1525 -2.3895 -6.1547  0.245
H: 0.7399 -3.1541 -5.8423  0.356
H: 0.5197 -5.4235 -2.7725  0.343
H: -0.3513 -4.6177 -4.1686  0.354
H: -0.7354 -4.2687 -2.3719  0.333
C: 3.8592 -0.7221 2.6528  -1.025
C: 3.4839 -2.1885 2.8186  0.650
O: 3.9104 -2.8215 1.6614  -0.390
S: 3.3795 -4.3469 1.3045  1.331
C: 4.1697 -4.6048 -0.2902  -1.046
O: 3.9948 -5.2795 2.2047  -0.675
O: 1.9117 -4.2209 1.1006  -0.495
H: 3.0353 -0.0456 2.8799  -0.137
H: 4.2945 -0.4489 1.6916  0.393
H: 4.5182 -0.3259 3.4253  0.316
H: 3.9218 -2.6729 3.6913  0.442
H: 2.3992 -2.2817 2.8727  -0.380
H: 5.1621 -4.9896 -0.0551  0.439
H: 4.2062 -3.6953 -0.8899  0.214
H: 3.5967 -5.3736 -0.8085  0.351
C: 1.4062 1.3069 5.1158  -1.459
C: 0.8560 -0.0624 5.4887  0.648
O: 0.3821 -0.0163 6.8327  -0.368
S: -0.4770 -1.2628 7.4247  1.129
C: 1.0192 -2.3979 7.7352  -0.844
O: -0.9426 -0.8061 8.7229  -0.644
O: -1.4034 -1.7202 6.4040  -0.507
H: 2.0376 1.4072 4.2329  0.296
H: 2.0648 1.5084 5.9605  0.429
H: 0.6657 2.1001 5.0129  0.295
H: 0.0103 -0.4761 4.9393  0.189
H: 1.7050 -0.7023 5.2483  -0.054
H: 0.6877 -3.4361 7.7550  0.355
H: 1.5034 -1.9519 8.6040  0.343
H: 1.7230 -2.3415 6.9048  0.227
C: 2.0322 1.5908 -5.9822  -0.997
C: 3.1776 1.0944 -5.1675  0.490
O: 4.4812 1.4615 -5.6711  -0.400
S: 5.2558 2.6822 -4.8702  1.135
C: 4.3782 4.1986 -5.3715  -0.771
O: 5.0571 2.4260 -3.4382  -0.578
O: 6.6351 2.8663 -5.3959  -0.619
H: 2.3129 1.5044 -7.0319  0.395
H: 1.7506 2.6165 -5.7442  0.285
H: 1.1151 1.1141 -5.6359  0.224
H: 2.9765 1.4218 -4.1475  -0.179
H: 3.1928 0.0062 -5.1081  0.170
H: 4.8939 5.0672 -4.9620  0.371
H: 3.4410 4.1357 -4.8185  0.199
H: 4.2500 4.2537 -6.4525  0.323
C: 1.2983 1.7822 -1.8953  -1.602
C: 0.3020 1.8255 -0.8097  0.938
O: 0.6877 1.3043 0.4126  -0.266
S: -0.1692 0.1198 1.1584  0.557
C: 0.0462 -1.1685 -0.1316  -0.908
O: 0.5745 -0.2820 2.2928  -0.105
O: -1.5596 0.3750 1.2617  -0.384
H: 1.0660 2.5187 -2.6645  0.459
H: 1.3443 0.8192 -2.4040  0.113
H: 2.3236 2.0242 -1.6154  0.554
H: 0.1803 2.9043 -0.7123  -0.499
H: -0.5675 1.3594 -1.2731  0.065
H: -0.3633 -0.7706 -1.0601  0.086
H: -0.4881 -2.0680 0.1743  0.503
H: 1.0856 -1.4849 -0.2188  0.262
C: -2.9021 -2.6219 2.2885  -1.419
C: -1.6417 -3.0695 2.9922  1.012
O: -1.4655 -4.5440 2.9056  -0.412
S: -1.1468 -5.3241 4.3035  1.095
C: 0.5883 -4.7198 4.5735  -0.521
O: -2.0217 -4.8123 5.2971  -0.553
O: -1.0983 -6.8161 4.0918  -0.646
H: -3.0837 -1.5471 2.2927  0.090
H: -3.7015 -3.1837 2.7716  0.488
H: -2.8738 -2.8870 1.2316  0.328
H: -0.6817 -2.7002 2.6314  -0.266
H: -1.7455 -2.8334 4.0513  0.193
H: 0.8490 -3.6964 4.8433  -0.048
H: 0.9085 -4.9749 3.5633  0.134
H: 1.1285 -5.3733 5.2585  0.558
C: -4.4693 0.1994 -1.6725  -0.760
C: -3.4828 -0.3722 -2.7210  -0.740
O: -2.2719 0.3365 -2.9658  -0.158
S: -2.1893 1.1945 -4.4399  1.116
C: -3.4608 2.5329 -3.9684  -0.967
O: -0.8853 1.9134 -4.6134  -0.475
O: -2.6662 0.3711 -5.5195  -0.645
H: -5.2647 0.7256 -2.2003  0.395
H: -3.8607 0.7596 -0.9628  -0.070
H: -5.0521 -0.4877 -1.0590  0.398
H: -3.0877 -1.3485 -2.4403  0.419
H: -4.0974 -0.6738 -3.5693  0.427
H: -4.5189 2.2838 -4.0485  0.304
H: -3.1243 3.2674 -4.7001  0.480
H: -3.1383 2.7484 -2.9498  0.213
C: -5.4717 1.2376 2.3507  -0.816
C: -4.5308 2.1592 1.7183  1.086
C: -5.4943 2.7299 0.6633  -0.637
O: -6.1703 1.6505 0.2502  -0.387
C: -6.5121 0.9002 1.3874  -0.377
H: -6.0485 1.5685 3.2144  0.238
H: -5.0315 0.3500 2.8051  0.320
H: -3.6035 1.6645 1.4296  -0.758
H: -4.1389 2.8847 2.4312  0.345
H: -4.8763 3.1679 -0.1204  0.273
H: -6.1110 3.5801 0.9549  0.309
H: -6.5751 -0.1518 1.1090  0.194
H: -7.4637 1.3737 1.6290  0.344

Force components x, y, z for each atom (eV/Å):
C 1.09 -0.54 0.30
C -0.14 -1.35 -0.17
O 0.56 1.50 -1.86
S 1.54 3.60 1.25
C -0.50 -1.99 -0.05
O -1.38 0.86 1.27
O 0.90 -1.11 -0.75
H -0.35 -0.04 0.03
H -0.09 -0.29 0.08
H -0.43 0.10 0.05
H -0.30 0.29 0.04
H -0.21 -0.73 0.10
H -0.09 -0.36 -0.26
H -0.66 -0.36 -0.21
H 0.12 0.37 0.16
C -0.12 0.01 -0.14
C -0.89 1.01 -0.31
O -1.61 0.79 2.92
S 0.49 -0.27 -0.41
C 1.37 1.43 0.03
O -0.76 -0.07 -1.42
O 1.21 -1.84 0.44
H 0.81 -0.63 -0.97
H -0.15 0.14 0.19
H -0.23 -0.17 -0.61
H 0.72 0.00 0.03
H -0.41 -0.43 0.68
H 0.26 0.20 -0.31
H -0.41 -0.21 0.34
H -0.27 0.12 -0.44
C 0.03 1.24 1.21
C -0.82 0.80 0.76
O 0.66 -2.53 -2.34
S -1.72 1.78 -1.05
C 0.10 0.22 0.46
O -0.80 0.21 0.19
O 2.81 -0.65 0.90
H -0.57 -0.34 -0.71
H -0.20 -0.35 -0.02
H 0.75 -0.64 0.01
H 0.14 0.12 0.12
H -0.19 0.03 0.17
H -0.04 0.16 -0.10
H -0.15 -0.07 0.22
H -0.11 0.11 0.17
C -0.26 0.54 0.62
C -0.57 -0.06 -1.78
O 0.08 -0.27 0.98
S 1.07 0.21 0.50
C -1.27 0.69 -0.91
O 0.48 -0.70 -1.80
O 1.22 0.19 1.12
H -0.19 -0.80 -0.13
H 0.01 0.57 0.06
H -0.18 -0.12 0.35
H 0.16 0.52 -0.66
H 0.10 -0.77 0.95
H -0.10 0.18 0.69
H -0.33 -0.48 0.16
H -0.26 0.35 -0.21
C -0.08 0.59 -0.21
C -0.50 -0.56 1.11
O 0.93 1.80 0.59
S 2.12 0.28 0.28
C -0.39 -0.82 0.90
O 0.21 0.62 -2.18
O -3.29 -1.19 0.91
H -0.74 -0.15 -0.15
H 0.55 0.38 -0.22
H 0.10 -0.68 -0.61
H 0.78 0.08 0.18
H 0.10 -0.03 -0.25
H 0.39 -0.30 -0.16
H -0.27 0.05 -0.39
H 0.08 -0.15 0.21
C 2.05 -0.79 -1.25
C -1.13 1.82 -1.87
O -0.12 -1.58 2.74
S 1.60 -1.73 -3.63
C -0.19 0.34 0.80
O 0.53 0.49 1.02
O -0.78 1.01 0.13
H -0.43 0.02 0.07
H -0.01 -0.21 0.01
H 0.03 0.02 0.44
H -0.84 -0.07 0.66
H -0.58 0.09 0.75
H 0.11 -0.15 -0.03
H -0.32 0.19 0.14
H 0.04 0.51 -0.01
C 0.21 -0.81 -0.53
C 0.57 -0.37 0.86
O -0.22 -0.80 0.60
S 1.11 -2.12 -0.49
C -0.30 -1.49 -0.87
O -0.54 0.16 0.58
O 0.08 4.61 -0.09
H 0.22 -0.04 0.52
H -0.29 0.29 -0.16
H -0.04 -0.23 -0.08
H -0.24 0.39 -0.21
H 0.16 0.17 0.02
H -1.00 0.16 -0.23
H 0.75 0.35 0.01
H -0.43 -0.24 0.03
C 0.91 0.27 -0.50
C -1.26 -2.44 0.78
O 0.80 1.78 -2.20
S -0.10 1.76 0.88
C 2.03 -1.01 -0.72
O -3.16 -2.26 1.27
O 0.38 0.16 0.74
H 0.35 0.79 0.34
H -0.47 0.59 -0.02
H 0.53 -0.73 -0.28
H -0.08 -0.07 0.57
H 0.55 0.70 -0.82
H 0.36 -0.38 -0.12
H -0.45 0.42 0.32
H -0.23 0.36 -0.16
C -0.31 -2.31 4.05
C 0.44 1.80 0.94
C 3.33 1.98 -0.30
O -0.95 -1.46 -2.76
C -1.46 0.14 -1.69
H 0.52 1.02 0.26
H 0.43 -0.25 -0.39
H -0.38 -0.12 -1.04
H -0.37 0.37 0.05
H -0.16 -0.22 -0.68
H -0.35 -0.08 0.84
H -0.32 0.07 0.02
H -0.52 -0.93 0.76

## Properties
Relative energy (zero: lowest compared OMol25 entry of this formula, charge and spin) (kcal/mol): 0.0
Strongest force on any atom (hartree/bohr): 0.0909
Lowest unoccupied orbital energy (eV): 0.042
Gap between HOMO and LUMO (eV): 9.834
Energy (eV): -168063.3731